A structure of composition C9H12CsN4O7S2. Source: the Open Molecules 2025 dataset; level of theory: the ωB97M-V functional and the def2-TZVPD basis.

Computed properties:
E_HOMO, eV: -5.73
HOMO-LUMO gap, eV: 7.58
Charge: -1

The geometry in XYZ format:
```
35
Properties=species:S:1:pos:R:3:mulliken_charge:R:1
Cs -0.5412 0.9296 -0.0694 1.229
N -0.5129 -0.6446 3.0479 -0.516
N -0.4957 -1.8753 2.3614 -0.023
C 0.6954 -2.4556 2.0752 0.448
N 0.6639 -3.5142 1.2405 -0.435
S 2.1292 -1.9333 2.7769 -0.560
H 0.4544 -0.4948 3.3333 0.175
H -1.0712 -0.7513 3.8852 0.209
H -1.2554 -2.0045 1.7048 0.306
H -0.1403 -3.5918 0.6208 0.327
H 1.5566 -3.7960 0.8809 0.215
O -0.0425 3.2003 0.9107 -0.916
C 0.6378 3.4798 -0.0953 0.764
O 0.7945 2.7658 -1.1091 -0.977
C 1.3719 4.8240 -0.0934 0.121
C 2.4446 5.0139 -0.9566 -0.471
C 3.1486 6.2109 -0.9659 -0.471
C 2.7664 7.2425 -0.1291 -0.416
C 1.6844 7.0487 0.7216 0.094
C 0.9905 5.8468 0.7596 -0.302
N 1.2776 8.1410 1.5969 1.017
O 1.9053 9.1892 1.5436 -0.639
O 0.3437 7.9573 2.3563 -0.610
H 2.7015 4.1981 -1.6194 0.395
H 3.9908 6.3426 -1.6330 0.375
H 3.2832 8.1902 -0.1146 0.461
H 0.1716 5.6950 1.4476 0.469
C -2.9120 -1.8848 -2.3141 -1.058
S -1.9042 -1.7268 -0.8378 1.288
O -1.9722 -3.0366 -0.1880 -0.802
O -2.5075 -0.6778 -0.0262 -0.798
O -0.5626 -1.3616 -1.2718 -0.797
H -3.9398 -2.0442 -1.9976 0.307
H -2.5373 -2.7398 -2.8711 0.312
H -2.8134 -0.9681 -2.8905 0.280
```

The molecule C17H23N3O4S. Source: the Open Molecules 2025 dataset; level of theory: the ωB97M-V functional and the def2-TZVPD basis.

Computed properties:
E_HOMO, eV: -9.04
Relative energy (zero: lowest compared OMol25 entry of this formula, charge and spin), eV: 3.0828
HOMO-LUMO gap, eV: 9.55
Structure (SMILES): CCN(CC)S(=O)(=O)c1cccc(C(=O)N/N=C2\CCCC(=O)C2)c1

The geometry in XYZ format:
```
48
Properties=species:S:1:pos:R:3:mulliken_charge:R:1
C 2.1837 4.5036 1.4791 -1.095
H 2.5075 5.3076 0.8234 0.407
H 2.1218 4.8863 2.4952 0.306
H 2.9163 3.7020 1.4486 0.290
C 0.8313 3.9701 1.0136 -0.626
N 0.3288 2.8595 1.7914 0.259
S 0.9864 1.3920 1.3782 1.503
O 0.5567 0.4172 2.3453 -0.752
O 2.3962 1.4618 1.1097 -0.794
C 0.1294 0.9984 -0.1434 0.128
C 0.8282 0.3606 -1.1491 -0.486
C 0.1287 -0.1755 -2.2239 0.321
C -1.2483 0.0047 -2.3063 0.108
C -1.9276 0.6898 -1.3127 -1.057
C -1.2409 1.1609 -0.2059 -0.550
H -1.7510 1.6427 0.6116 0.429
H -2.9961 0.8191 -1.3806 0.393
H -1.7886 -0.4081 -3.1448 0.431
C 0.8403 -1.0085 -3.2503 -0.097
O 1.7096 -0.6002 -3.9901 -0.659
N 0.4240 -2.3005 -3.2764 -0.072
N -0.6730 -2.7970 -2.5686 -0.746
C -0.5614 -3.0232 -1.3230 0.653
C -1.8120 -3.3860 -0.5943 -0.869
C -1.9320 -2.4367 0.5932 0.419
O -2.8874 -1.7219 0.7441 -0.595
C -0.7508 -2.4780 1.5213 0.420
C 0.4023 -3.3110 0.9688 -1.282
C 0.6766 -2.9201 -0.4804 0.214
H 1.4529 -3.5534 -0.9208 0.436
H 1.0509 -1.8940 -0.5052 -0.149
H 1.2944 -3.1329 1.5696 0.494
H 0.1694 -4.3770 1.0305 0.303
H -1.0906 -2.8760 2.4811 0.430
H -0.4241 -1.4520 1.7223 -0.369
H -2.6769 -3.3003 -1.2506 0.323
H -1.7424 -4.4051 -0.2084 0.371
H 0.6837 -2.8558 -4.0826 0.273
H 1.9014 0.2687 -1.0710 0.584
C -0.0260 3.0649 3.1860 -0.600
C -1.4433 2.5699 3.4508 -1.221
H -1.7098 2.7489 4.4893 0.428
H -1.4977 1.5033 3.2524 0.238
H -2.1525 3.0908 2.8116 0.300
H 0.0487 4.1311 3.4090 0.509
H 0.6754 2.5231 3.8276 0.332
H 0.9175 3.6011 -0.0121 0.221
H 0.0768 4.7635 1.0311 0.495
```

The molecule C5H10O2S. Source: the Open Molecules 2025 dataset; level of theory: the ωB97M-V functional and the def2-TZVPD basis.

Computed properties:
E_HOMO, eV: -9.02
Relative energy (zero: lowest compared OMol25 entry of this formula, charge and spin), eV: 2.2284
HOMO-LUMO gap, eV: 9.82

The geometry in XYZ format:
```
18
Properties=species:S:1:pos:R:3:mulliken_charge:R:1
C -0.0842 1.2207 0.8566 -0.941
C 0.6118 0.8436 -0.4123 0.296
C -0.8931 -1.0494 -0.3800 0.133
C 2.0438 1.1478 -0.3027 -1.337
C -1.0460 -2.3980 0.2962 -0.979
O -2.2077 1.1842 -0.6066 -0.603
O 0.4581 -0.6088 -0.6460 -0.416
S -1.7109 0.3876 0.5366 0.334
H 0.5639 1.0131 1.6789 0.487
H -0.3445 2.2521 0.8546 0.413
H 0.0406 1.3496 -1.2025 0.411
H -1.4066 -1.0106 -1.4022 0.349
H 2.2924 0.7894 0.6859 0.369
H 2.2983 2.2499 -0.1651 0.324
H 2.5843 0.6929 -1.1080 0.338
H -2.0303 -2.8874 0.0192 0.292
H -1.0021 -2.2076 1.4352 0.238
H -0.1677 -2.9692 -0.1378 0.292
```

A cluster of 2 separate species, C3H2S3 in total. Source: the Open Molecules 2025 dataset; level of theory: the ωB97M-V functional and the def2-TZVPD basis.

Computed properties:
E_HOMO, eV: -8.67
Relative energy (zero: lowest compared OMol25 entry of this formula, charge and spin), eV: 1.8562
HOMO-LUMO gap, eV: 8.41

The geometry in XYZ format:
```
8
Properties=species:S:1:pos:R:3:mulliken_charge:R:1
C 0.4671 -0.2851 -0.1661 -0.440
C 0.3987 -1.2823 0.6837 0.028
C -2.4235 -2.1077 0.8308 0.474
S -2.5802 -1.3102 2.1581 -0.217
S 0.7439 -2.6276 1.4484 -0.159
S -2.0490 -2.7919 -0.4995 -0.222
H 0.6192 -0.8106 -1.1399 0.227
H 0.1571 0.7465 -0.2778 0.309
```

The ion C4H2N3O3 with charge -1. Source: the Open Molecules 2025 dataset; level of theory: the ωB97M-V functional and the def2-TZVPD basis.

Computed properties:
E_HOMO, eV: -2.88
Relative energy (zero: lowest compared OMol25 entry of this formula, charge and spin), eV: 2.8470
HOMO-LUMO gap, eV: 6.57
Structure (SMILES): NN=C=C([O-])C(=O)N=C=O
Charge: -1

The geometry in XYZ format:
```
12
Properties=species:S:1:pos:R:3:mulliken_charge:R:1
C 0.2004 0.5022 0.7885 0.166
C -0.8819 1.1161 0.3464 0.462
C -0.8251 -1.9315 0.2217 0.695
C -1.8226 0.2106 -0.4453 0.398
N -1.5207 -1.1764 -0.4038 -0.370
N 1.3996 0.1230 0.7867 -0.473
N 2.3143 0.0865 -0.2738 -0.503
O -1.1088 2.3397 0.4955 -0.813
O -0.3096 -2.8278 0.7276 -0.457
O -2.7197 0.5985 -1.1900 -0.578
H 1.9861 0.8011 -0.9320 0.225
H 3.2880 0.1578 -0.1216 0.250
```

The molecule C2H6BNO. Source: the Open Molecules 2025 dataset; level of theory: the ωB97M-V functional and the def2-TZVPD basis.

Computed properties:
E_HOMO (alpha / beta), eV: -8.62 / -7.81
Relative energy (zero: lowest compared OMol25 entry of this formula, charge and spin), eV: 6.3231
HOMO-LUMO gap (alpha / beta), eV: 9.04 / 7.14

The geometry in XYZ format:
```
11
Properties=species:S:1:pos:R:3:mulliken_charge:R:1
B -0.6020 -1.0046 0.0280 -0.028
C -1.3808 0.2435 -0.1208 -0.673
C 1.5035 0.9428 -0.0507 -0.400
N 0.7855 -1.2347 -0.0556 -0.013
O 1.8854 -0.3545 0.0032 -0.247
H -1.3168 -1.9161 0.4412 -0.079
H -2.2198 0.3620 0.4918 0.304
H -1.1601 0.8280 -1.1274 0.320
H 2.1572 1.4296 0.6476 0.264
H 0.4313 1.1482 -0.0618 0.305
H 1.2620 -2.1476 -0.3348 0.249
```

A structure of composition C5H9N2O. Source: the Open Molecules 2025 dataset; level of theory: the ωB97M-V functional and the def2-TZVPD basis.

Computed properties:
E_HOMO (alpha / beta), eV: -14.34 / -14.34
Relative energy (zero: lowest compared OMol25 entry of this formula, charge and spin), eV: 4.9802
HOMO-LUMO gap (alpha / beta), eV: 8.83 / 8.83
Charge: +1

The geometry in XYZ format:
```
17
Properties=species:S:1:pos:R:3:mulliken_charge:R:1
C 0.9494 -1.1467 0.5350 -0.047
C -0.3922 -1.0349 2.3692 -0.113
C 0.3549 -0.1077 -0.3992 1.073
C 1.2219 0.9399 -0.9868 -1.373
C -0.9994 -0.5229 -0.9459 -1.191
N 0.5932 -1.5697 1.6691 -0.368
N -0.5427 0.2664 2.1907 0.111
O -0.1103 0.9232 1.1442 -0.437
H 1.9582 -1.3447 0.2446 0.436
H -1.0119 -1.5295 3.0329 0.430
H 1.4914 1.6097 -0.1820 0.401
H 0.5995 1.6807 -1.5268 0.379
H 1.9801 0.5829 -1.6567 0.381
H -1.8511 -0.5367 -0.2839 0.316
H -0.8131 -1.4779 -1.3978 0.371
H -1.2817 0.2391 -1.7062 0.390
H -1.0571 0.8959 2.7821 0.241
```